Record 1
Below is the molecule C5H8N2O, with properties calculated with the ωB97M-V functional and the def2-TZVPD basis.

Bonds (Å) are listed after each position.
CARTESIAN COORDINATES (ANGSTROEM)
1 C -2.323 -0.200 -0.396  C2 1.428, H6 1.193, H7 1.172, H8 1.038
2 C -1.132 0.054 0.350  C1 1.428, C3 1.553, C5 1.562, H9 1.225
3 C 0.172 0.502 -0.365  C2 1.553, C5 1.428, H10 1.160, N14 1.375
4 C 2.298 -0.568 -0.172  H12 1.149, N15 1.262, O16 1.313
5 C 0.256 -0.651 0.474  C2 1.562, C3 1.428, H13 0.974, O16 1.554
6 H -3.123 -0.735 0.309  C1 1.193
7 H -2.510 0.895 -0.768  C1 1.172
8 H -2.138 -0.791 -1.229  C1 1.038
9 H -1.194 0.305 1.547  C2 1.225
10 H 0.239 0.172 -1.475  C3 1.160
11 H 0.941 1.762 1.085  N14 1.206
12 H 3.308 -1.025 -0.472  C4 1.149
13 H 0.366 -0.380 1.403  C5 0.974
14 N 1.077 1.498 -0.084  C3 1.375, H11 1.206, N15 1.515
15 N 2.359 0.691 -0.114  C4 1.262, N14 1.515
16 O 1.405 -1.529 -0.093  C4 1.313, C5 1.554

Properties
ΔE to the lowest compared entry with this formula, charge and spin in eV: 7.539
SMILES string: C[C@@H]1[C@H]2NN=CO[C@H]12

From a natural (NBO) analysis of the wavefunction, the atomic charges in e read:
1 C -0.6359
2 C -0.1512
3 C -0.1254
4 C 0.3441
5 C 0.0027
6 H 0.2256
7 H 0.2344
8 H 0.2253
9 H 0.2304
10 H 0.2178
11 H 0.3331
12 H 0.1804
13 H 0.1651
14 N -0.4294
15 N -0.3598
16 O -0.4572

=====

Record 2
Below is the molecule C5H8N2O, with properties calculated with the ωB97M-V functional and the def2-TZVPD basis.

Bonds (Å) are listed after each position.
CARTESIAN COORDINATES (ANGSTROEM)
1 C 3.089 0.215 0.012  C3 1.457, N6 1.267, H9 1.006
2 C 0.267 0.847 -0.028  C3 1.897, N7 1.379, O8 1.212
3 C 1.781 -0.207 -0.471  C1 1.457, C2 1.897, N6 1.450, H10 1.014
4 C -2.142 0.859 0.103  N7 1.449, H11 1.075, H12 1.072, H13 1.070
5 C -0.902 -1.309 0.092  N7 1.431, H14 1.085, H15 1.105, H16 1.175
6 N 2.577 -0.788 0.592  C1 1.267, C3 1.450
7 N -0.903 0.118 -0.024  C2 1.379, C4 1.449, C5 1.431
8 O 0.430 2.032 0.168  C2 1.212
9 H 3.888 0.826 0.033  C1 1.006
10 H 1.479 -0.604 -1.354  C3 1.014
11 H -1.799 1.878 0.120  C4 1.075
12 H -2.866 0.743 -0.678  C4 1.072
13 H -2.617 0.537 1.006  C4 1.070
14 H -1.823 -1.861 0.252  C5 1.085
15 H -0.327 -1.708 -0.763  C5 1.105
16 H -0.131 -1.576 0.938  C5 1.175

Properties
ΔE to the lowest compared entry with this formula, charge and spin in eV: 4.262
SMILES string: CN(C)C(=O)[C@H]1C=N1

From a natural (NBO) analysis of the wavefunction, the atomic charges in e read:
1 C 0.0896
2 C 0.6834
3 C -0.1925
4 C -0.4136
5 C -0.4243
6 N -0.3015
7 N -0.4693
8 O -0.6179
9 H 0.2086
10 H 0.1789
11 H 0.2382
12 H 0.1926
13 H 0.1880
14 H 0.2282
15 H 0.2014
16 H 0.2102

=====

Record 3
Below is the molecule C5H8N2O, with properties calculated with the ωB97M-V functional and the def2-TZVPD basis.

Bonds (Å) are listed after each position.
CARTESIAN COORDINATES (ANGSTROEM)
1 C -0.772 -0.641 0.328  C3 1.429, N14 1.326, N15 1.428
2 C 0.008 0.222 -1.621  C3 1.593, H8 1.301, H9 1.216, O16 1.335
3 C 0.344 0.159 -0.065  C1 1.429, C2 1.593, C4 1.401, C5 1.501
4 C 1.439 -0.047 0.784  C3 1.401, C5 1.626, H10 1.009, H11 1.101
5 C 0.661 1.380 0.748  C3 1.501, C4 1.626, H12 1.312, H13 1.026
6 H -1.233 -2.102 1.581  N14 0.968
7 H -2.639 -0.619 -0.423  N15 0.913
8 H 0.066 -1.033 -1.963  C2 1.301
9 H 0.656 1.095 -2.165  C2 1.216
10 H 2.233 0.008 0.164  C4 1.009
11 H 1.199 -0.746 1.599  C4 1.101
12 H 1.350 2.307 0.126  C5 1.312
13 H 0.413 1.718 1.685  C5 1.026
14 N -0.637 -1.353 1.439  C1 1.326, H6 0.968
15 N -1.770 -0.692 -0.693  C1 1.428, H7 0.913, O16 1.402
16 O -1.318 0.343 -1.524  C2 1.335, N15 1.402

Properties
ΔE to the lowest compared entry with this formula, charge and spin in eV: 7.067
SMILES string: [H]/N=C1\NOCC12CC2

From a natural (NBO) analysis of the wavefunction, the atomic charges in e read:
1 C 0.4524
2 C -0.0467
3 C -0.2238
4 C -0.4103
5 C -0.3842
6 H 0.3487
7 H 0.3747
8 H 0.1630
9 H 0.2448
10 H 0.2093
11 H 0.2860
12 H 0.1902
13 H 0.2260
14 N -0.7237
15 N -0.3189
16 O -0.3873

=====

Record 4
Below is the molecule C5H8N2O, with properties calculated with the ωB97M-V functional and the def2-TZVPD basis.

Bonds (Å) are listed after each position.
CARTESIAN COORDINATES (ANGSTROEM)
1 C -2.100 0.943 -0.320  C3 1.486, H14 1.094, H15 1.094, H16 1.093
2 C 1.661 -0.189 -0.124  N4 1.363, C5 1.659, O8 1.219
3 C -0.728 0.378 -0.244  C1 1.486, C5 1.317, C6 1.521
4 N 2.117 -0.123 1.159  C2 1.363, H9 1.008, H10 1.011
5 C 0.460 0.919 -0.415  C2 1.659, C3 1.317, H12 1.078
6 C -0.548 -1.058 0.225  C3 1.521, N7 1.291, H13 1.099
7 N -0.610 -2.054 -0.594  C6 1.291, H11 1.025
8 O 2.348 -0.598 -1.044  C2 1.219
9 H 1.587 0.300 1.905  N4 1.008
10 H 3.057 -0.451 1.336  N4 1.011
11 H 0.068 -1.994 -1.360  N7 1.025
12 H 0.805 1.857 -0.816  C5 1.078
13 H -0.750 -1.163 1.300  C6 1.099
14 H -2.507 1.108 0.683  C1 1.094
15 H -2.756 0.231 -0.832  C1 1.094
16 H -2.105 1.893 -0.860  C1 1.093

Properties
ΔE to the lowest compared entry with this formula, charge and spin in eV: 2.841
SMILES string: [H]/N=C\C(C)=C/C(N)=O

From a natural (NBO) analysis of the wavefunction, the atomic charges in e read:
1 C -0.6462
2 C 0.6472
3 C -0.0537
4 N -0.8284
5 C -0.2689
6 C 0.1344
7 N -0.6327
8 O -0.6058
9 H 0.4009
10 H 0.4063
11 H 0.3761
12 H 0.2234
13 H 0.1567
14 H 0.2274
15 H 0.2334
16 H 0.2301